125
Properties=species:S:1:pos:R:3:forces:R:3 method="wB97M-V/def2-TZVPD" largest_force_ev_per_a=0.91 lumo_energy_ev=-1.36 e_homo_ev=-5.61 de_lowest_ev=0.108
Rb 0.300 0.561 -0.093 -0.428 -0.780 -0.168
S -1.261 2.490 2.405 0.143 0.075 -0.142
Si 1.076 -4.172 -0.613 0.085 0.031 0.010
Si 3.011 -2.632 1.250 -0.066 0.010 -0.105
O 1.122 7.013 -4.657 -0.113 0.127 0.096
O -0.622 6.463 -5.793 -0.101 0.124 0.101
O 1.337 3.204 0.154 0.045 0.019 -0.024
O -0.102 2.728 3.343 0.014 -0.096 0.072
O -1.200 2.484 -1.081 -0.191 0.272 -0.076
N -2.964 -1.409 -3.487 -0.019 0.009 0.018
N 4.539 0.873 4.865 -0.025 0.009 0.014
N -1.257 -0.634 -2.291 0.127 -0.024 0.007
N 2.097 0.985 2.080 -0.042 0.118 0.092
N -2.148 -1.661 0.132 0.050 -0.011 0.107
N -1.212 -0.916 2.789 -0.127 0.164 0.038
N 2.794 -0.496 -1.156 0.087 -0.085 0.052
N 0.106 6.351 -4.818 0.319 -0.322 -0.308
N -2.126 -2.751 3.663 -0.011 0.007 -0.001
C -0.484 -1.659 6.800 -0.008 -0.002 -0.014
C -1.973 -1.949 2.563 0.131 -0.048 -0.030
C 0.605 5.151 -2.762 -0.055 -0.027 0.025
C -2.079 5.229 2.601 -0.022 -0.026 0.034
C 2.962 1.572 3.074 0.076 -0.144 0.045
C -0.211 5.331 -3.849 -0.062 0.067 0.090
C -2.211 -0.569 -5.767 -0.002 0.004 -0.002
C 2.049 -2.407 2.871 0.041 -0.086 0.028
C 2.035 -5.746 -1.060 -0.024 0.034 -0.028
C 2.029 -2.634 -0.296 -0.043 -0.213 0.076
C -3.432 1.649 5.810 -0.016 -0.012 -0.002
C -0.222 -4.059 -1.993 0.022 0.039 0.065
C 2.955 -1.465 -3.752 0.025 0.018 0.001
C 2.519 -2.269 -2.733 -0.036 0.020 0.020
C 3.875 -4.296 1.573 -0.035 0.025 0.003
C -0.867 3.338 -1.929 0.046 0.083 0.007
C -1.747 4.064 1.681 -0.008 -0.019 -0.067
C -2.131 -0.777 -4.395 0.026 0.018 0.007
C -0.866 -1.011 4.134 -0.026 -0.086 0.013
C -1.062 -0.303 -3.626 -0.107 0.064 -0.052
C -0.130 -0.139 4.933 0.000 0.039 0.005
C 3.382 0.430 3.986 0.060 0.033 0.055
C 1.294 4.035 -0.748 0.024 0.046 0.020
C -2.983 -1.882 -1.031 -0.054 0.045 0.012
C -0.096 0.618 -5.586 0.006 -0.008 0.003
C -1.234 -2.524 6.025 0.003 -0.006 -0.015
C -0.026 0.406 -4.223 -0.016 0.012 0.007
C -0.864 5.823 3.305 0.002 0.001 0.030
C -2.379 -1.280 -2.256 0.001 -0.008 -0.008
C -1.353 4.517 -4.033 -0.014 0.009 0.025
C 4.452 -1.398 1.259 0.017 -0.047 -0.019
C -2.565 2.519 4.907 0.037 0.018 -0.031
C -2.718 -2.276 1.307 -0.017 -0.023 0.011
C 0.324 4.169 -1.805 -0.013 -0.003 -0.059
C 3.242 0.256 -2.164 0.017 0.051 -0.002
C -2.708 2.111 3.446 -0.063 0.004 0.049
C -1.664 3.567 -3.117 -0.012 -0.016 0.008
C 3.348 -0.151 -3.476 -0.001 0.000 0.024
C -1.173 0.138 -6.346 0.004 -0.007 -0.002
C -1.420 -2.169 4.695 -0.001 -0.016 -0.005
C 0.048 -0.478 6.263 0.010 0.012 0.003
C 0.089 -4.631 0.950 0.025 -0.032 -0.031
C 2.442 -1.797 -1.387 0.071 0.043 -0.102
H 2.715 -2.452 3.743 -0.017 -0.013 -0.016
H 3.735 -0.414 3.398 -0.013 0.070 0.040
H 2.586 0.100 4.652 -0.005 -0.005 -0.029
H 2.759 -6.028 -0.296 -0.003 0.001 0.015
H 0.810 0.768 -3.639 -0.012 0.006 -0.002
H -4.488 1.714 5.538 -0.007 -0.001 -0.001
H -2.559 5.997 1.988 0.022 -0.001 -0.011
H 0.589 0.196 6.917 0.003 0.004 0.005
H -1.193 0.328 -7.411 0.002 -0.002 -0.004
H -0.284 -3.746 1.470 -0.012 0.022 -0.024
H -2.797 1.026 3.366 0.007 0.002 0.011
H -0.912 4.287 1.014 -0.001 0.034 0.016
H -3.338 1.946 6.855 0.001 0.013 0.001
H 4.520 -4.212 2.453 0.021 -0.007 0.016
H -2.606 -3.634 3.679 0.012 -0.004 0.002
H 0.693 1.168 -6.081 0.007 0.008 -0.003
H -0.385 5.085 3.947 -0.003 0.007 -0.003
H 5.088 -1.563 0.386 0.001 -0.010 -0.014
H -2.530 2.930 -3.245 -0.002 -0.008 0.002
H -0.322 -1.888 7.845 0.000 0.000 0.005
H 2.584 -5.610 -1.996 0.009 0.009 -0.011
H 4.849 0.124 5.483 -0.009 0.010 -0.004
H 1.325 -3.218 2.992 0.018 0.020 -0.001
H 5.072 -1.571 2.149 0.032 0.003 0.000
H -2.583 3.792 1.030 0.003 -0.020 -0.003
H -3.954 -1.409 -0.845 -0.008 -0.022 -0.006
H -3.818 -1.896 -3.691 0.006 0.004 -0.005
H 5.327 1.151 4.277 -0.005 -0.013 0.003
H -1.209 -2.020 -0.021 0.056 -0.006 -0.123
H 3.709 0.522 -4.242 0.003 -0.007 -0.013
H 3.013 -1.859 -4.761 0.003 0.013 -0.005
H 3.519 1.275 -1.894 0.007 0.000 -0.002
H 2.093 4.804 -0.790 0.007 -0.021 -0.034
H -0.125 6.155 2.574 0.008 -0.005 -0.006
H 1.500 -1.469 2.891 -0.052 0.081 -0.007
H -3.128 0.602 5.733 0.000 -0.009 0.001
H -1.150 6.685 3.908 -0.004 0.007 0.001
H -3.179 -2.951 -1.226 0.017 0.009 0.009
H 2.170 1.501 1.213 0.173 0.217 0.203
H 4.492 -4.610 0.729 0.015 0.023 -0.012
H 4.108 -0.365 1.218 -0.005 -0.017 -0.017
H 3.160 -5.097 1.775 -0.002 0.009 -0.006
H -2.820 3.573 5.033 0.000 -0.002 0.012
H -3.741 -1.899 1.431 0.006 -0.006 -0.020
H 0.233 0.799 4.529 0.009 0.021 -0.019
H -1.962 4.669 -4.912 0.000 0.002 -0.002
H -0.731 -3.095 -2.002 0.012 0.018 -0.005
H 4.273 1.678 5.435 0.012 -0.013 -0.011
H -0.961 -4.852 -1.845 -0.028 0.000 -0.002
H 0.202 -4.194 -2.988 0.045 -0.015 -0.009
H -1.661 -3.427 6.440 0.000 -0.002 0.011
H 1.349 -6.587 -1.202 -0.013 -0.009 -0.002
H -3.583 2.553 2.966 0.005 0.001 -0.015
H 0.700 -5.188 1.665 0.005 0.004 0.013
H 1.138 1.079 2.400 -0.003 0.171 0.073
H 2.281 -3.302 -2.944 -0.037 -0.030 0.013
H 1.483 5.775 -2.654 0.004 0.006 -0.004
H -2.797 -3.374 1.226 -0.004 0.007 0.020
H 3.853 1.980 2.582 -0.005 -0.012 -0.016
H -1.517 2.420 5.192 -0.009 0.008 0.003
H -0.761 -5.264 0.682 -0.016 -0.054 0.013
H 2.487 2.383 3.644 0.014 0.001 -0.010
H -3.042 -0.934 -6.357 -0.005 -0.003 0.000
H -2.830 4.924 3.334 -0.018 0.000 0.006



13
Properties=species:S:1:pos:R:3:forces:R:3 method="wB97M-V/def2-TZVPD" largest_force_ev_per_a=1.02 lumo_energy_ev=1.17 e_homo_ev=-8.44 de_lowest_ev=4.822
N 0.777 1.318 -1.316 0.047 0.195 -0.123
C -0.429 -0.113 0.076 0.032 0.246 -0.104
C 0.756 0.831 0.062 0.745 -0.010 0.536
C 0.127 0.056 -1.535 -1.000 -0.154 0.133
C -1.046 -0.696 1.356 -0.191 0.098 -0.225
C 0.835 -0.616 -0.423 0.495 0.025 0.180
H 0.310 2.185 -1.559 -0.563 -0.151 0.313
H 1.382 -1.529 -0.267 0.163 0.114 0.084
H -0.234 -0.997 2.049 -0.131 0.207 -0.446
H -1.644 -1.600 1.208 0.030 0.168 -0.242
H 1.134 1.373 0.918 0.392 -0.291 -0.030
H -0.314 -0.238 -2.477 0.031 -0.412 0.210
H -1.655 0.026 1.908 -0.051 -0.036 -0.285



86
Properties=species:S:1:pos:R:3:forces:R:3 method="wB97M-V/def2-TZVPD" s_squared=8.80 largest_force_ev_per_a=0.86 total_charge=+1 lumo_energy_ev="-2.90 / -4.96" e_homo_ev="-9.92 / -9.96" multiplicity=6
Br -1.451 -3.346 3.211 0.012 0.027 -0.067
Br -3.281 -6.367 -1.121 0.018 -0.011 -0.003
Br 5.544 0.238 -4.848 0.024 -0.001 -0.017
Fe 0.370 -0.087 -0.106 0.161 0.805 -0.253
S 2.746 -0.743 1.455 -0.358 0.084 0.307
O -0.777 -1.439 0.984 0.621 0.342 0.161
O 2.910 -1.470 2.680 0.000 0.010 0.059
O -0.331 1.703 -1.188 -0.065 -0.085 -0.519
O 2.293 -1.482 0.274 0.156 -0.427 0.001
N -1.566 3.412 -2.014 -0.150 0.001 -0.045
N 1.652 0.405 1.487 0.031 -0.008 -0.230
N 1.844 0.013 -2.052 -0.300 -0.044 0.196
N 0.233 3.836 -0.604 0.154 0.158 0.234
N -1.089 -1.579 -1.705 -0.088 -0.161 -0.105
N -0.821 1.168 1.402 -0.169 0.420 0.439
C -1.282 -2.460 0.524 -0.311 -0.556 -0.326
C -1.480 -2.616 -0.926 0.066 0.095 -0.179
C -2.074 -3.781 -1.422 0.008 -0.120 0.157
C 0.117 2.724 4.635 0.040 0.018 0.102
C 2.554 -1.083 -2.343 -0.095 0.022 -0.068
C -2.601 2.505 -2.490 0.106 0.132 0.060
C -0.113 1.567 2.502 -0.176 -0.076 -0.081
C -2.275 -4.682 0.870 -0.041 -0.062 -0.105
C -1.706 -3.536 1.379 -0.017 0.056 0.168
C -0.545 2.930 -1.254 -0.007 -0.121 0.128
C -1.875 -2.824 -3.594 0.049 0.153 -0.121
C 4.415 0.884 0.020 0.063 -0.089 0.112
C 1.500 3.419 -0.005 -0.147 0.183 -0.005
C -2.073 1.548 1.295 0.132 -0.045 0.019
C 3.291 1.280 -3.475 0.050 0.045 -0.076
C -2.722 2.346 2.257 -0.056 0.025 -0.073
C 3.657 -1.068 -3.179 0.025 -0.101 -0.046
C 6.773 1.139 0.492 0.097 0.012 -0.046
C 1.973 1.466 3.708 0.140 0.007 -0.104
C 2.207 1.163 -2.627 -0.165 -0.025 -0.079
C 5.647 1.440 -0.276 0.009 0.030 -0.052
C -1.545 4.715 -2.669 0.009 -0.146 0.011
C 1.244 1.126 2.596 -0.113 -0.037 -0.122
C 5.410 -0.322 1.861 -0.041 -0.038 -0.013
C -2.249 -3.871 -2.811 -0.140 -0.239 0.030
C 8.120 1.726 0.151 -0.090 -0.133 -0.027
C -0.317 5.039 0.024 0.040 -0.128 -0.007
C 6.636 0.257 1.562 0.043 -0.024 0.006
C 1.403 2.274 4.716 0.002 0.008 0.065
C 4.306 -0.006 1.081 0.114 -0.014 0.044
C -1.307 -1.670 -3.022 0.024 0.000 0.404
C -0.676 2.361 3.522 -0.080 -0.005 -0.159
C -2.465 -4.806 -0.494 -0.037 -0.049 -0.086
C -0.980 -0.526 -3.933 0.122 -0.117 0.128
C -2.026 2.747 3.362 -0.014 0.030 0.052
C 4.032 0.139 -3.737 0.040 0.081 -0.040
H -0.308 3.346 5.415 0.016 -0.051 -0.057
H -0.542 4.833 1.075 0.038 -0.022 0.029
H -2.276 5.403 -2.241 -0.018 0.025 0.002
H 5.744 2.115 -1.122 -0.020 -0.006 0.093
H 8.021 2.625 -0.456 0.001 -0.013 0.033
H 1.458 3.522 1.081 -0.023 -0.028 0.024
H 7.507 0.010 2.162 -0.110 0.038 -0.037
H 2.996 1.120 3.800 -0.059 0.035 0.043
H 2.006 2.546 5.575 0.004 -0.050 -0.056
H -2.572 1.580 -1.925 0.019 -0.041 0.029
H 3.535 1.132 -0.555 0.094 0.013 -0.024
H -0.554 5.157 -2.614 -0.003 0.002 0.038
H -2.501 3.354 4.125 0.040 -0.013 -0.032
H 3.551 2.232 -3.920 -0.017 -0.059 0.064
H 8.712 1.002 -0.418 -0.031 0.057 0.031
H -0.103 -0.768 -4.540 -0.009 0.026 0.039
H -1.797 4.576 -3.720 0.001 -0.028 -0.079
H -2.575 -5.476 1.538 -0.016 -0.013 -0.033
H -1.814 -0.357 -4.618 0.059 0.019 0.047
H 4.210 -1.976 -3.382 -0.045 0.058 0.038
H -2.608 1.214 0.408 0.062 0.017 0.109
H 2.307 4.052 -0.379 0.002 0.016 0.003
H 1.717 2.385 -0.229 -0.017 -0.076 0.001
H -1.226 5.378 -0.455 0.007 -0.031 0.031
H 8.685 1.971 1.051 -0.026 0.013 -0.012
H 5.295 -1.018 2.685 0.045 0.094 -0.087
H -2.020 -2.857 -4.667 0.007 0.004 0.050
H 1.600 2.030 -2.389 0.109 -0.154 -0.093
H -0.779 0.369 -3.361 0.093 0.194 0.119
H 2.242 -2.003 -1.867 0.044 0.086 -0.090
H 0.422 5.838 -0.018 0.007 0.046 -0.037
H -3.756 2.631 2.107 0.029 -0.037 0.024
H -2.462 2.277 -3.549 0.005 -0.025 -0.040
H -3.577 2.976 -2.365 -0.005 -0.003 -0.004
H -2.693 -4.758 -3.243 0.022 0.026 0.002